The following is a quantum chemistry calculation of C33H19Cl5CoF6N7O5S3 as an isolated structure, from the Open Molecules 2025 dataset.

Summary:
Lowest unoccupied orbital energy (spin up / spin down) in eV: -0.54 / -3.23
HOMO-LUMO gap (spin up / spin down) in eV: 7.62 / 4.93
Expectation value of S²: 6.024
HOMO level (spin up / spin down) in eV: -8.16 / -8.16
Total energy in eV: -204248.606

```
! wB97M-V def2-TZVPD RIJCOSX def2/J DEFGRID3
* xyz 0 5
Co 1.241 1.687 -1.959
C -4.602 -5.775 8.083
O -4.685 -5.976 6.683
C -3.975 -5.145 5.884
C -4.085 -5.378 4.512
C -3.402 -4.586 3.617
C -2.590 -3.540 4.065
C -2.489 -3.317 5.430
C -3.172 -4.108 6.345
C -1.882 -2.723 3.076
N -1.941 -2.899 1.777
C -1.138 -1.926 1.243
C -0.581 -1.151 2.232
N -1.067 -1.673 3.408
C 0.292 -0.053 1.971
C 0.849 0.803 2.926
C 1.647 1.844 2.515
C 1.878 2.014 1.150
N 1.363 1.217 0.234
C 0.579 0.201 0.619
C -0.016 -0.597 -0.440
N 0.271 -0.239 -1.708
C -0.298 -0.901 -2.697
C -1.161 -1.980 -2.488
C -1.453 -2.363 -1.204
C -0.876 -1.657 -0.141
H -5.233 -6.536 8.534
H -4.971 -4.786 8.363
H -3.577 -5.898 8.440
H -4.716 -6.189 4.175
H -3.485 -4.761 2.554
H -1.870 -2.517 5.821
H -3.071 -3.905 7.400
H -0.890 -1.334 4.335
H 0.643 0.659 3.980
H 2.082 2.534 3.223
H 2.489 2.835 0.790
H -0.074 -0.557 -3.697
H -1.597 -2.481 -3.340
H -2.128 -3.181 -0.989
C 7.670 2.181 -2.200
C 6.225 1.895 -1.947
C 5.772 0.632 -1.569
C 4.410 0.446 -1.428
N 3.554 1.437 -1.642
C 4.078 2.635 -1.941
S 2.886 3.891 -2.074
N 5.369 2.906 -2.105
H 8.315 1.459 -1.702
H 7.913 3.188 -1.870
H 7.863 2.129 -3.273
H 6.463 -0.184 -1.408
H 3.986 -0.512 -1.155
F -4.540 0.525 -2.863
C -3.995 1.279 -1.907
F -4.958 1.970 -1.304
F -3.424 0.471 -1.012
S -2.743 2.411 -2.672
O -1.613 1.555 -2.931
O -3.439 3.029 -3.749
N -2.452 3.475 -1.530
S -1.318 3.215 -0.490
O 0.036 3.238 -1.044
O -1.566 2.200 0.496
C -1.388 4.822 0.401
F -2.557 4.966 1.013
F -1.190 5.844 -0.419
F -0.418 4.820 1.325
Cl 2.759 -0.768 -3.903
C 2.144 0.630 -4.772
C 1.516 1.645 -4.061
C 1.054 2.699 -4.857
Cl 0.262 4.053 -4.100
C 1.187 2.742 -6.243
Cl 0.581 4.066 -7.160
C 1.825 1.691 -6.899
Cl 2.006 1.715 -8.609
C 2.313 0.623 -6.157
Cl 3.106 -0.681 -6.960
*
```